Entry 1:
{
  "formula": "C6H11BO",
  "method": "ωB97M-V with the def2-TZVPD basis set",
  "species": ["C", "C", "O", "B", "C", "C", "C", "C", "H", "H", "H", "H", "H", "H", "H", "H", "H", "H", "H"],
  "positions_angstrom": [[-0.45, 1.50, -2.31], [0.48, 1.66, -1.05], [1.35, 2.49, -1.09], [0.30, 0.52, -0.04], [0.89, -0.95, -0.19], [0.63, -1.53, 1.28], [-0.86, -1.11, 1.32], [-0.58, 0.44, 1.25], [-1.09, 2.36, -2.20], [0.16, 1.60, -3.24], [-0.92, 0.62, -2.21], [0.26, -1.35, -0.88], [1.94, -1.22, -0.43], [0.77, -2.53, 1.31], [1.32, -1.12, 2.01], [-1.33, -1.38, 2.25], [-1.37, -1.53, 0.54], [0.03, 0.59, 2.20], [-1.54, 0.94, 1.47]],
  "nbo_charge": [-0.70, 0.30, -0.53, 0.79, -0.73, -0.37, -0.38, -0.77, 0.23, 0.24, 0.19, 0.23, 0.24, 0.20, 0.20, 0.20, 0.19, 0.26, 0.23],
  "largest_force_ev_per_a": 5.26,
  "smiles": "CC(=O)B1CCCC1",
  "lumo_ev": 0.62,
  "homo_energy_ev": -8.89,
  "e_above_lowest_ev": 2.345
}

***

Entry 2:
{
  "formula": "C3H9NO3S",
  "method": "ωB97M-V with the def2-TZVPD basis set",
  "species": ["C", "C", "C", "N", "O", "O", "O", "S", "H", "H", "H", "H", "H", "H", "H", "H", "H"],
  "positions_angstrom": [[2.32, -0.17, -1.33], [0.57, -0.84, 0.20], [-2.71, 0.51, 0.75], [1.41, 0.07, -0.48], [2.39, 2.52, -0.55], [-0.02, 2.33, -0.19], [-2.26, -0.62, 0.05], [1.33, 2.11, 0.33], [2.93, 0.76, -1.46], [-2.19, -0.53, -0.92], [2.64, -1.11, -1.75], [-0.40, -0.45, 0.12], [0.53, -1.94, -0.38], [1.00, -1.10, 1.12], [-3.01, 0.13, 1.77], [-3.55, 1.07, 0.18], [-1.90, 1.15, 0.98]],
  "nbo_charge": [-0.01, -0.44, -0.25, -0.43, -0.94, -0.94, -0.74, 1.69, 0.23, 0.48, 0.18, 0.26, 0.16, 0.22, 0.18, 0.17, 0.18],
  "largest_force_ev_per_a": 5.50,
  "lumo_ev": 0.25,
  "homo_energy_ev": -9.77,
  "e_above_lowest_ev": 3.573
}

***

Entry 3:
{
  "formula": "C22H23ClN6",
  "method": "ωB97M-V with the def2-TZVPD basis set",
  "species": ["C", "C", "C", "C", "C", "C", "C", "N", "N", "N", "C", "N", "C", "C", "N", "C", "C", "C", "C", "C", "Cl", "C", "C", "C", "C", "C", "C", "N", "C", "H", "H", "H", "H", "H", "H", "H", "H", "H", "H", "H", "H", "H", "H", "H", "H", "H", "H", "H", "H", "H", "H", "H"],
  "positions_angstrom": [[0.94, -2.71, 5.91], [0.08, -2.46, 4.71], [-1.11, -3.20, 4.55], [-1.93, -3.01, 3.46], [-3.19, -3.77, 3.22], [-1.49, -2.04, 2.54], [-0.26, -1.35, 2.79], [0.51, -1.56, 3.86], [0.00, -0.46, 1.82], [-1.01, -0.56, 0.95], [-1.17, 0.16, -0.20], [-0.29, 1.14, -0.53], [1.12, 1.06, -0.21], [1.86, 0.46, -1.41], [1.66, 1.25, -2.61], [2.53, 2.27, -2.95], [3.56, 2.70, -2.11], [4.44, 3.69, -2.51], [4.33, 4.29, -3.75], [3.32, 3.85, -4.59], [3.16, 4.56, -6.17], [2.43, 2.87, -4.22], [0.25, 1.37, -2.91], [-0.49, 1.96, -1.70], [-2.32, -0.14, -0.93], [-3.24, -1.10, -0.48], [-4.47, -1.40, -1.27], [-3.05, -1.77, 0.64], [-1.96, -1.51, 1.33], [0.38, -2.50, 6.82], [1.26, -3.75, 5.94], [1.81, -2.07, 5.87], [-1.38, -3.92, 5.31], [-3.91, -3.15, 2.69], [-2.98, -4.64, 2.60], [-3.61, -4.12, 4.16], [1.26, 0.45, 0.69], [1.48, 2.08, -0.02], [2.93, 0.35, -1.21], [1.46, -0.54, -1.61], [3.68, 2.29, -1.12], [5.22, 4.01, -1.83], [5.01, 5.06, -4.06], [1.69, 2.54, -4.92], [0.09, 2.00, -3.78], [-0.15, 0.37, -3.12], [-1.55, 2.10, -1.90], [-0.06, 2.95, -1.48], [-2.52, 0.35, -1.87], [-5.10, -0.52, -1.34], [-4.20, -1.72, -2.28], [-5.02, -2.19, -0.78]],
  "nbo_charge": [-0.65, 0.27, -0.32, 0.12, -0.65, -0.24, 0.36, -0.46, -0.36, -0.16, 0.45, -0.40, -0.27, -0.23, -0.45, 0.27, -0.30, -0.17, -0.28, 0.00, 0.00, -0.32, -0.22, -0.23, -0.40, 0.28, -0.65, -0.48, 0.37, 0.22, 0.22, 0.24, 0.21, 0.24, 0.23, 0.22, 0.29, 0.20, 0.22, 0.20, 0.21, 0.22, 0.23, 0.22, 0.22, 0.20, 0.21, 0.21, 0.22, 0.22, 0.22, 0.24],
  "largest_force_ev_per_a": 1.38,
  "smiles": "Cc1cc(C)c2c(n1)nn1c(N3CCN(c4cccc(Cl)c4)CC3)cc(C)nc21",
  "lumo_ev": 0.45,
  "homo_energy_ev": -7.59,
  "e_above_lowest_ev": 0.000
}

***

Entry 4:
{
  "formula": "C4H7NO",
  "method": "ωB97M-V with the def2-TZVPD basis set",
  "species": ["C", "C", "O", "C", "C", "N", "H", "H", "H", "H", "H", "H", "H"],
  "positions_angstrom": [[1.74, -0.49, 0.94], [0.68, 0.22, 0.13], [-0.36, -0.70, -0.15], [-1.33, -0.17, -0.99], [-2.16, 0.85, -0.33], [-2.98, 1.44, 0.24], [2.13, -1.35, 0.38], [2.57, 0.18, 1.17], [1.32, -0.87, 1.88], [1.09, 0.60, -0.81], [0.27, 1.08, 0.69], [-2.03, -1.00, -1.20], [-0.93, 0.20, -1.94]],
  "nbo_charge": [-0.62, -0.07, -0.51, -0.16, 0.24, -0.30, 0.21, 0.22, 0.22, 0.16, 0.18, 0.24, 0.20],
  "largest_force_ev_per_a": 2.12,
  "smiles": "CCOCC#N",
  "lumo_ev": 0.85,
  "homo_energy_ev": -10.85,
  "e_above_lowest_ev": 1.587
}

***

Entry 5:
{
  "formula": "C31H48MoO3P2",
  "method": "ωB97M-V with the def2-TZVPD basis set",
  "species": ["Mo", "C", "C", "C", "C", "C", "C", "H", "H", "H", "C", "H", "H", "H", "C", "H", "H", "H", "C", "H", "H", "H", "C", "H", "H", "H", "C", "C", "C", "C", "C", "C", "C", "C", "H", "H", "H", "H", "H", "H", "H", "H", "H", "H", "H", "H", "P", "P", "C", "C", "H", "H", "H", "H", "C", "H", "H", "H", "C", "H", "H", "H", "C", "H", "H", "H", "C", "H", "H", "H", "O", "C", "C", "C", "C", "C", "C", "C", "O", "O", "H", "H", "H", "H", "H"],
  "positions_angstrom": [[1.64, 1.29, -2.07], [-0.25, 2.46, -2.52], [-0.53, 1.39, -3.47], [-1.60, 0.85, -1.51], [-0.92, 2.07, -1.27], [-1.30, 0.39, -2.82], [0.25, 3.83, -2.86], [0.88, 3.80, -3.76], [0.82, 4.19, -2.01], [-0.53, 4.59, -3.06], [-1.13, 2.97, -0.11], [-0.19, 3.45, 0.18], [-1.52, 2.40, 0.75], [-1.85, 3.78, -0.30], [-2.52, 0.20, -0.54], [-3.27, 0.90, -0.16], [-1.97, -0.17, 0.34], [-3.07, -0.64, -1.00], [-1.88, -0.81, -3.47], [-2.78, -0.57, -4.06], [-2.19, -1.56, -2.73], [-1.16, -1.27, -4.15], [-0.27, 1.44, -4.93], [-1.16, 1.76, -5.51], [-0.02, 0.44, -5.32], [0.53, 2.13, -5.22], [4.01, 0.78, -0.90], [3.54, 1.80, -1.76], [3.66, 1.69, -3.27], [2.94, 0.56, -4.08], [1.91, -0.27, -3.36], [2.02, -0.72, -1.97], [3.29, -1.47, -1.58], [4.50, -0.54, -1.39], [4.75, 1.53, -3.42], [3.71, -0.12, -4.50], [3.46, 2.68, -3.72], [5.10, -0.48, -2.32], [4.48, 1.13, 0.01], [3.46, 2.80, -1.32], [5.17, -0.99, -0.65], [3.10, -2.01, -0.64], [1.14, -1.28, -1.60], [3.54, -2.24, -2.34], [2.53, 1.04, -4.99], [1.18, -0.81, -3.95], [0.61, 0.33, 2.63], [-0.64, -2.34, 0.26], [1.39, -1.32, 2.33], [0.83, -2.45, 1.41], [1.50, -1.72, 3.36], [2.41, -1.06, 1.99], [1.63, -2.78, 0.73], [0.55, -3.30, 2.04], [-2.02, -3.32, 0.96], [-2.78, -3.40, 0.17], [-2.47, -2.85, 1.84], [-1.64, -4.32, 1.21], [-0.15, -3.54, -1.06], [0.51, -4.32, -0.65], [0.38, -3.05, -1.90], [-1.05, -4.01, -1.48], [0.85, 1.20, 4.18], [0.58, 2.25, 3.99], [1.89, 1.19, 4.51], [0.20, 0.82, 4.96], [1.45, 1.39, 1.43], [1.03, 1.32, 0.41], [2.53, 1.17, 1.38], [1.35, 2.44, 1.70], [-3.71, -2.28, 3.27], [-3.77, -1.30, 4.21], [-4.85, -1.24, 5.11], [-4.75, -0.38, 6.21], [-3.59, 0.38, 6.43], [-2.52, 0.33, 5.53], [-2.68, -0.42, 4.35], [-1.55, -0.82, 3.50], [-1.03, 0.15, 2.59], [-1.06, -1.94, 3.57], [-4.55, -2.81, 3.27], [-5.70, -1.91, 4.98], [-5.58, -0.33, 6.91], [-3.50, 1.00, 7.32], [-1.58, 0.87, 5.68]],
  "mulliken_charge": [-1.03, -0.73, 1.77, 0.97, 1.19, 0.35, -1.14, 0.33, 0.31, 0.33, -1.51, 0.26, 0.23, 0.37, -1.31, 0.43, -0.13, 0.38, -1.99, 0.33, 0.38, 0.36, -1.75, 0.38, 0.36, 0.30, -0.54, -0.65, -1.13, -1.04, -0.68, 2.80, -0.63, -0.86, 0.48, 0.62, 0.39, 0.31, 0.73, 0.91, 0.54, -0.03, -1.67, 0.48, 0.33, 0.78, 1.52, 1.43, -1.57, -1.44, 0.56, 0.72, 0.63, 0.68, -1.12, 0.44, 0.03, 0.42, -1.23, 0.43, 0.29, 0.51, -1.36, 0.40, 0.46, 0.38, -0.33, -0.75, 0.49, 0.60, -0.41, 0.92, -0.84, -0.58, -0.71, -0.60, -0.36, 0.81, -0.32, -0.45, 0.31, 0.36, 0.40, 0.42, 0.28],
  "spin_multiplicity": 3,
  "largest_force_ev_per_a": 5.13,
  "lumo_ev": [-6.02, -6.62],
  "homo_energy_ev": [-12.29, -12.83],
  "total_charge": 2,
  "e_above_lowest_ev": 1.862
}

***

Entry 6:
{
  "formula": "C3H7PSi",
  "method": "ωB97M-V with the def2-TZVPD basis set",
  "species": ["C", "C", "C", "P", "Si", "H", "H", "H", "H", "H", "H", "H"],
  "positions_angstrom": [[-2.58, -0.57, -0.62], [-1.34, -0.72, 0.17], [-0.29, -0.55, 0.72], [1.34, -0.64, 1.43], [2.53, 0.65, -0.09], [-3.07, 0.39, -0.13], [-2.19, -0.45, -1.66], [-3.43, -1.21, -0.59], [1.17, 0.37, 2.37], [1.41, 0.86, -1.18], [2.97, 2.00, 0.32], [3.49, -0.13, -0.75]],
  "nbo_charge": [-0.69, 0.04, -0.39, 0.17, 0.57, 0.24, 0.25, 0.24, 0.00, -0.14, -0.13, -0.16],
  "largest_force_ev_per_a": 3.29,
  "smiles": "CC#CP[SiH3]",
  "lumo_ev": 0.89,
  "homo_energy_ev": -8.68,
  "e_above_lowest_ev": 0.000
}

***

Entry 7:
{
  "formula": "C4H4O2",
  "method": "ωB97M-V with the def2-TZVPD basis set",
  "species": ["C", "C", "C", "O", "C", "O", "H", "H", "H", "H"],
  "positions_angstrom": [[-1.79, -0.24, 0.00], [-0.53, -0.21, -0.43], [0.63, 0.25, 0.43], [1.54, 1.22, -0.10], [2.06, 0.05, 0.03], [3.00, -0.64, -0.16], [-2.57, -0.40, -0.72], [-2.22, 0.17, 1.02], [-0.40, -0.54, -1.46], [0.27, 0.34, 1.37]],
  "nbo_charge": [-0.36, -0.23, -0.08, -0.43, 0.81, -0.52, 0.20, 0.20, 0.21, 0.19],
  "largest_force_ev_per_a": 4.44,
  "smiles": "C=C[C@@H]1OC1=O",
  "lumo_ev": 0.80,
  "homo_energy_ev": -9.82,
  "e_above_lowest_ev": 2.040
}